{"formula": "C35H58BrF4N5O7PS", "method": "ωB97M-V with the def2-TZVPD basis set", "molar_mass_g_mol": 879.81, "charge": 1, "homo_ev": -9.66, "gap_ev": 6.8, "e_tot_ha": -5880.5956, "lumo_energy_ev": -2.821, "species": ["C", "C", "C", "C", "O", "C", "C", "C", "N", "C", "C", "C", "F", "P", "N", "O", "C", "Br", "C", "C", "C", "O", "C", "N", "O", "C", "C", "C", "N", "C", "C", "O", "C", "C", "C", "C", "C", "C", "S", "O", "O", "C", "F", "F", "F", "H", "H", "H", "H", "H", "H", "H", "H", "H", "H", "H", "H", "H", "H", "H", "H", "H", "H", "H", "H", "H", "H", "H", "H", "H", "H", "H", "H", "H", "H", "H", "H", "H", "H", "H", "H", "H", "H", "H", "H", "C", "C", "C", "N", "C", "C", "C", "C", "C", "H", "H", "H", "H", "H", "H", "H", "H", "H", "H", "H", "H", "H", "H", "H", "H", "H", "H"], "xyz": [[0.139, 1.929, 4.497], [0.933, 0.806, 3.910], [0.830, 0.085, 2.485], [1.455, 0.763, 1.123], [0.815, 0.304, -0.035], [0.303, -0.838, -0.530], [1.117, -1.700, -1.715], [0.986, -1.131, -3.231], [-0.106, -1.803, -4.080], [-1.180, -0.501, -1.249], [-1.308, 0.922, -1.993], [-2.879, 1.451, -1.775], [-3.829, 0.683, -2.622], [-0.283, -2.342, 0.572], [1.118, -3.378, 1.012], [-1.347, -3.395, -0.315], [0.909, 2.350, 1.236], [1.333, 3.528, -0.334], [-0.727, 2.504, 1.303], [-0.957, 4.089, 1.811], [3.154, 0.723, 1.106], [3.560, 2.048, 1.540], [4.641, 2.712, 0.882], [5.832, 3.101, 0.468], [3.468, -0.111, 2.302], [4.568, 0.253, 3.117], [4.255, 1.158, 4.489], [5.752, 1.625, 5.052], [3.782, 0.093, -0.050], [3.627, 0.592, -1.423], [4.966, 1.325, -2.113], [6.173, 0.770, -2.194], [4.657, 2.812, -2.790], [3.312, 2.931, -3.741], [2.790, 4.317, -4.477], [3.696, 5.695, -4.240], [5.048, 5.575, -3.311], [5.559, 4.160, -2.583], [4.722, -1.320, 0.060], [5.001, -1.960, -1.367], [4.062, -2.563, 0.782], [6.520, -1.089, 0.679], [6.981, 0.316, 0.631], [6.737, -1.752, 2.019], [7.496, -1.829, -0.214], [0.676, 2.992, 4.554], [-0.978, 1.883, 4.840], [1.653, 0.294, 4.718], [1.154, -1.055, 2.652], [-0.340, -0.052, 2.266], [0.734, -2.830, -1.781], [2.239, -1.815, -1.321], [0.964, 0.056, -3.326], [2.001, -1.436, -3.785], [0.364, -2.248, -4.921], [-0.542, -2.593, -3.548], [-1.555, -1.370, -1.934], [-1.935, -0.480, -0.323], [-0.520, 1.744, -1.738], [-1.224, 0.738, -3.169], [-3.176, 1.500, -0.637], [-2.871, 2.572, -2.183], [1.143, -3.426, 2.075], [0.950, -4.366, 0.679], [-0.973, -4.324, -0.368], [1.284, 2.918, 2.181], [-1.275, 1.875, 2.109], [-1.276, 2.465, 0.276], [-0.975, 4.847, 0.917], [-2.066, 4.085, 2.251], [-0.246, 4.384, 2.692], [4.991, -0.764, 3.592], [5.509, 0.756, 2.643], [3.654, 2.125, 4.210], [3.761, 0.509, 5.334], [6.074, 2.674, 4.628], [6.547, 0.802, 4.722], [5.731, 1.619, 6.239], [2.726, 1.331, -1.491], [3.378, -0.218, -2.268], [2.651, 1.978, -3.902], [1.799, 4.322, -5.140], [3.321, 6.697, -4.741], [5.665, 6.570, -3.150], [6.512, 4.154, -1.906], [-8.996, -2.336, 0.846], [-8.276, -1.327, -0.031], [-7.145, -1.857, -0.917], [-5.922, -2.466, -0.188], [-5.558, -1.683, 1.067], [-6.128, -3.956, 0.128], [-5.681, -4.671, -1.129], [-4.447, -3.908, -1.546], [-4.697, -2.462, -1.153], [-8.347, -2.758, 1.616], [-9.829, -1.847, 1.364], [-9.411, -3.155, 0.246], [-7.917, -0.498, 0.591], [-9.026, -0.883, -0.699], [-6.766, -1.007, -1.496], [-7.514, -2.606, -1.625], [-6.353, -1.794, 1.805], [-5.422, -0.634, 0.787], [-4.629, -2.091, 1.477], [-5.486, -4.211, 0.977], [-7.171, -4.154, 0.376], [-6.450, -4.615, -1.908], [-5.471, -5.729, -0.947], [-4.248, -4.008, -2.618], [-3.567, -4.291, -1.016], [-4.922, -1.831, -2.018], [-3.832, -2.044, -0.627]], "mulliken_charge": [-0.759, -0.428, -0.355, -0.100, 0.323, 0.914, -0.637, -0.269, -0.546, -0.709, -0.559, -0.325, -0.371, -0.334, -0.439, -0.314, -0.964, -0.064, 0.112, -1.052, 0.451, -0.227, 0.453, -0.565, -0.071, -0.698, -0.012, -1.004, 0.593, 0.261, 0.314, -0.512, 0.335, -0.147, -0.452, -0.339, -0.426, -0.327, 1.269, -0.665, -0.650, 0.475, -0.166, -0.222, -0.216, 0.216, 0.255, 0.293, 0.098, 0.353, 0.558, -0.018, -0.396, 0.484, 0.336, 0.208, 0.187, 0.346, 0.103, 0.450, 0.190, 0.331, 0.297, 0.225, 0.221, 0.631, 0.384, -0.193, 0.306, 0.343, 0.250, 0.263, 0.236, -0.005, 0.284, 0.279, 0.263, 0.334, -0.214, 0.138, 0.193, 0.285, 0.302, 0.283, 0.344, -1.316, -0.440, -0.652, 0.646, -1.250, -0.497, -0.827, -0.285, -0.203, 0.320, 0.404, 0.318, 0.307, 0.424, 0.348, 0.390, 0.400, 0.423, 0.446, 0.418, 0.298, 0.227, 0.464, 0.444, 0.013, 0.271, -0.107]}